62
Properties=species:S:1:pos:R:3:mulliken_charge:R:1 method="wB97M-V/def2-TZVPD" de_lowest_kcal_mol=113.55 lumo_energy_ev=-0.151 orbital_gap_ev=9.1
C -1.3946 2.7673 -0.1579 -0.776
O -0.9918 3.7802 0.7151 -0.547
C -0.9964 1.3180 0.1875 0.930
C 0.5026 1.4232 0.6795 1.083
C 1.1890 0.1076 0.6210 0.757
C 0.9786 -0.8171 2.8449 -0.383
N 1.9353 -0.2751 1.8510 -0.313
H -2.4968 2.7986 -0.2760 0.393
H -0.8170 3.1277 -1.0345 0.144
H -1.2812 3.5476 1.6663 0.294
H -1.2619 0.6753 -0.6501 -0.276
H -1.4439 0.9273 1.1109 -0.081
H 1.0718 1.9909 -0.0900 -1.745
H 0.4262 1.9133 1.6403 1.080
H 0.5602 -0.7926 0.2730 -0.560
H 1.9238 -0.0356 -0.2081 -0.269
H 1.7129 -1.3225 3.6072 0.375
H 0.5878 -0.0302 3.4482 0.325
H 0.2709 -1.4855 2.4086 -0.432
H 2.5267 -1.0873 1.6092 0.423
H -1.5518 -2.6045 -2.5887 0.239
H -0.7229 -1.3620 -2.2655 0.274
O -1.1370 -2.1487 -1.8029 -0.545
H 1.9418 3.5981 -0.1326 0.377
H 3.2158 3.1106 -0.5770 0.422
O 2.4481 3.5673 -1.0200 -0.757
H -3.5775 0.6857 -2.0627 0.348
H -3.4578 1.7903 -0.9817 0.319
O -3.4472 1.6275 -1.9207 -0.662
H -3.2984 -1.0686 1.0120 0.417
H -2.9285 -2.1670 0.1274 0.301
O -3.6389 -1.5345 0.2128 -0.699
H 1.3083 2.0174 -3.3513 0.299
H 1.9361 2.2003 -2.0419 0.147
O 1.8287 1.4651 -2.7472 -0.511
H 3.5948 1.8697 1.1971 0.312
H 2.5496 2.2127 2.2294 0.272
O 2.8628 2.4770 1.3636 -0.698
H 0.0787 -3.2792 -0.9483 0.291
H 0.5735 -4.5766 -0.2203 0.359
O 0.8175 -3.9322 -0.8844 -0.687
H -1.6557 0.9792 -2.9951 0.315
H -2.1301 -0.1151 -3.9984 0.193
O -1.7473 0.0097 -3.1337 -0.548
H 3.1670 -3.0558 0.8181 0.228
H 2.1744 -2.9323 -0.3910 0.344
O 2.6018 -2.4510 0.3305 -0.603
H -1.3527 -3.7871 0.7279 0.351
H -0.6268 -2.6158 1.2710 0.218
O -1.2588 -3.2910 1.5378 -0.641
H 1.6582 -0.2508 -3.6956 0.334
H 1.5406 -1.6365 -2.8785 0.281
O 1.9837 -1.1286 -3.5608 -0.628
H -3.0654 -1.7877 2.9200 0.324
H -1.6526 -1.3818 3.0161 0.197
O -2.5098 -1.0011 2.8420 -0.632
H -3.4727 2.1889 2.5257 0.282
H -3.3511 0.7242 3.1030 0.317
O -3.8622 1.3198 2.5827 -0.615
H 3.5207 -1.2054 -0.6491 0.424
H 3.6755 -0.5427 -2.0673 0.336
O 3.9654 -0.5187 -1.1482 -0.717


69
Properties=species:S:1:pos:R:3:mulliken_charge:R:1 method="wB97M-V/def2-TZVPD" total_charge=-1 lumo_energy_ev=1.918 orbital_gap_ev=6.0
O -2.1547 -9.9671 -0.8290 -0.688
C -2.2545 -9.2254 -1.9566 0.400
O -3.5698 -8.6308 -2.2358 -0.707
C -0.8990 -9.0932 -2.8667 -0.421
N -0.7934 -7.8274 -3.6883 -0.179
C -1.7251 -7.8246 -4.8859 -0.572
C -1.4095 -6.3925 -5.6900 -0.578
S -1.6540 -5.0421 -4.3621 -0.019
C -0.0643 -4.0403 -4.3849 0.269
N -0.1751 -2.5283 -4.3587 -0.182
N 1.1364 -2.0483 -4.4150 -0.273
C 2.0697 -3.2498 -4.4825 -0.047
O 1.3336 -4.5557 -4.4460 -0.227
H -0.6857 -10.0441 -3.5472 0.224
H 0.0133 -9.0624 -2.0974 0.226
H 0.1792 -7.8270 -4.1203 0.174
H -2.8771 -7.7451 -4.5901 0.301
H -1.6178 -8.7628 -5.5876 0.338
H -0.2913 -6.4155 -6.0683 0.302
H -2.1258 -6.2219 -6.6020 0.331
H 3.2301 -3.0967 -4.5606 0.324
C 0.8604 1.2061 0.5196 -0.572
O 1.1577 1.1085 -0.8675 -0.376
C 0.4333 0.0590 -1.5237 -0.752
C -0.5961 0.6489 -2.5008 -0.093
N -1.7035 1.2894 -1.7830 -0.349
C -2.5803 2.0885 -2.6461 -0.687
C -1.9610 3.3205 -3.3366 -0.498
O -1.5864 4.3627 -2.4339 -0.429
C -0.2931 4.2106 -1.8647 -0.505
H 1.5527 1.9258 0.9655 0.133
H -0.1579 1.5702 0.6740 0.234
H 0.9941 0.2415 1.0191 0.403
H -0.0348 -0.6298 -0.8124 0.414
H 1.1694 -0.5136 -2.1004 0.326
H -0.9929 -0.1526 -3.1329 0.461
H -0.0745 1.3668 -3.1403 0.067
H -1.3229 1.8999 -1.0648 0.045
H -3.4048 2.4373 -2.0131 0.367
H -3.0244 1.4342 -3.4057 0.396
H -2.7371 3.7514 -3.9797 0.343
H -1.1327 3.0612 -4.0047 0.359
H 0.4079 3.7145 -2.5418 0.276
H -0.3619 3.6735 -0.9206 0.150
H 0.0961 5.2084 -1.6398 0.300
C -0.7223 5.6293 6.3815 -0.720
O 0.6983 5.6891 6.3951 -0.334
C 1.2884 4.7859 7.3400 -0.805
C 2.0408 3.6626 6.6088 -0.176
N 1.1093 2.7414 5.9489 -0.333
C 1.7620 1.8035 5.0288 -0.772
C 2.4679 2.3998 3.7942 -0.487
O 1.5771 2.9984 2.8509 -0.340
C 1.2429 4.3504 3.1342 -0.656
H -1.0903 6.4404 5.7468 0.236
H -1.0673 4.6822 5.9605 0.308
H -1.1311 5.7642 7.3877 0.338
H 0.5534 4.3854 8.0462 0.402
H 2.0148 5.3703 7.9171 0.385
H 2.6465 3.1054 7.3314 0.383
H 2.7123 4.1298 5.8827 0.171
H 0.4281 3.2812 5.4217 0.067
H 0.9794 1.1233 4.6723 0.394
H 2.4759 1.1910 5.5921 0.397
H 2.9439 1.5670 3.2637 0.363
H 3.2799 3.0853 4.0592 0.368
H 2.0573 4.8902 3.6254 0.312
H 0.3360 4.3924 3.7345 0.179
H 1.0243 4.8499 2.1854 0.313


23
Properties=species:S:1:pos:R:3:mulliken_charge:R:1 method="wB97M-V/def2-TZVPD" total_charge=+3 de_lowest_kcal_mol=0.00 multiplicity=2 lumo_energy_ev="-14.658 / -14.658" orbital_gap_ev="7.9 / 7.9"
O 1.4132 1.9738 0.2901 -0.363
C 2.0009 1.0014 -0.0895 1.007
O 1.9596 -0.2456 0.4004 -0.420
C 0.7862 -0.7249 1.1343 -0.505
C 0.1070 -1.8423 0.3751 -0.665
C -0.4552 -1.4873 -1.0006 -0.728
C -1.3830 -0.3002 -1.0488 -0.685
O -2.5265 -0.5871 -0.1453 -0.186
C -3.4215 0.2711 0.0698 0.856
O -3.3739 1.4292 -0.4846 -0.101
O -4.4164 -0.0518 0.7961 -0.269
H 0.1507 0.1511 1.2980 0.458
H 1.1910 -1.0840 2.0853 0.390
H -0.6972 -2.1987 1.0349 0.400
H 0.8079 -2.6803 0.2612 0.383
H -0.9711 -2.3636 -1.4139 0.395
H 0.3599 -1.2555 -1.7019 0.316
H -1.8009 -0.1562 -2.0510 0.527
H -0.9257 0.6306 -0.6909 0.401
H -5.1114 0.6244 0.8963 0.417
Mg 3.9201 -0.8126 -0.3881 1.498
O 3.3051 1.1547 -0.3959 -0.567
H 3.4462 2.1676 -0.1555 0.441


8
Properties=species:S:1:pos:R:3:mulliken_charge:R:1 method="wB97M-V/def2-TZVPD" de_lowest_kcal_mol=41.45 lumo_energy_ev=-1.344 orbital_gap_ev=7.8
C 1.0694 0.1342 -0.1768 -0.525
N 0.4143 -0.4816 -1.1116 0.439
N -0.2993 -0.9714 -1.8644 -0.426
O -1.8448 1.1377 0.1336 -0.399
S -1.3297 -1.3246 1.6237 -0.197
S -1.0747 0.5499 1.1979 0.454
H 1.9396 -0.2909 0.2954 0.283
H 1.1251 1.2466 -0.0978 0.372


24
Properties=species:S:1:pos:R:3:mulliken_charge:R:1 method="wB97M-V/def2-TZVPD" total_charge=+1 de_lowest_kcal_mol=32.99 lumo_energy_ev=-3.782 orbital_gap_ev=7.9
C 0.4168 1.8790 -1.5868 -0.448
C -0.1585 0.4747 -1.1960 -0.761
C 0.7185 -0.2895 -0.2075 -1.075
C -0.7193 -0.2293 1.7584 -0.154
C -0.1081 -1.0258 0.8790 0.612
C 0.0642 -2.4954 0.9770 -1.325
C -1.1854 -0.5811 3.1326 -1.445
N 0.7957 1.8956 -3.0622 -0.273
H -0.2392 2.7011 -1.3063 0.358
H 1.3265 2.0641 -1.0176 0.330
H -0.2282 -0.1238 -2.1027 0.501
H -1.1713 0.6473 -0.8424 0.384
H 1.3727 0.3787 0.3505 0.493
H 1.3370 -0.9687 -0.8030 0.398
H -0.6407 0.8368 1.5367 0.226
H 1.1126 -2.7891 0.9014 0.354
H -0.5115 -2.9885 0.1941 0.276
H -0.2909 -2.8417 1.9416 0.401
H -1.9933 -1.3288 3.0854 0.368
H -0.4570 -1.0101 3.8143 0.353
H -1.6705 0.2946 3.5646 0.349
H 1.7374 2.2567 -3.2216 0.358
H 0.2888 2.6845 -3.4894 0.362
H 0.6666 1.0212 -3.5543 0.359


113
Properties=species:S:1:pos:R:3:mulliken_charge:R:1 method="wB97M-V/def2-TZVPD" lumo_energy_ev=-2.780 orbital_gap_ev=5.0
O 3.3662 1.3172 5.7795 -0.389
H 2.7790 0.6109 6.0587 0.451
H 4.2147 0.9426 6.0273 0.444
H 3.2486 1.3752 4.8285 0.466
C -0.5823 0.8526 -1.1979 0.611
F 0.2943 1.0844 -2.1416 -0.211
F -0.9475 1.9836 -0.5294 -0.231
F -1.5722 0.2337 -1.6498 -0.193
S 0.3333 -0.3139 0.0901 1.061
O 1.3389 0.5814 0.6536 -0.700
O -0.6634 -0.7991 1.0847 -0.673
O 0.9690 -1.4003 -0.7107 -0.665
C -3.5303 -6.4234 -1.1519 0.617
O -4.4508 -7.0809 -1.4483 -0.580
N -3.4822 -5.3663 -0.3389 -0.403
N -2.3606 -6.4787 -1.7427 -0.402
H -4.3371 -5.1873 0.1682 0.203
H -2.6358 -4.8412 -0.1713 0.176
H -2.1623 -7.4407 -1.9781 0.189
H -1.6931 -5.7257 -1.8296 0.201
C 6.8374 -3.5197 -3.7065 0.668
O 7.8346 -3.8956 -4.3098 -0.667
N 6.2692 -4.1541 -2.7095 -0.414
N 6.1307 -2.4588 -4.0202 -0.395
H 6.8649 -4.8948 -2.3682 0.234
H 5.5368 -3.6983 -2.1842 0.192
H 5.2362 -2.3282 -3.5699 0.169
H 6.4296 -1.9050 -4.8102 0.216
C 1.5290 -3.2409 -8.6756 -1.378
C 0.9235 -4.5853 -8.2140 0.449
C 1.8081 -5.2045 -7.1423 -0.695
O 1.6042 -6.5958 -7.0789 -0.329
C 2.4540 -7.1965 -6.1992 -0.786
N -0.3845 -4.2398 -7.6953 -0.734
H 1.8612 -2.6174 -7.8455 0.278
H 0.8399 -2.6631 -9.2916 0.398
H 2.3318 -3.3247 -9.4081 0.384
H 1.0648 -5.2897 -9.0337 0.281
H 1.5542 -4.7191 -6.2000 0.303
H 2.8486 -4.9372 -7.3269 0.397
H 2.2298 -8.2630 -6.1797 0.267
H 2.1194 -6.8964 -5.2062 0.323
H 3.5048 -7.0668 -6.4581 0.304
H -0.3557 -3.8730 -6.7547 0.262
H -0.9400 -5.0787 -7.6073 0.273
C 7.8338 2.7846 3.1732 -1.221
C 8.5519 2.8699 4.5065 0.402
C 8.4165 4.0939 5.3602 -0.991
O 7.1765 4.3651 5.7282 -0.287
C 7.0373 5.1364 6.8972 -0.783
N 8.0093 1.7403 5.2475 -0.735
H 7.3963 1.8109 2.9528 0.357
H 8.6092 3.0449 2.4527 0.297
H 6.9600 3.4359 3.1535 0.268
H 9.6154 2.7177 4.3221 0.448
H 8.7032 5.0215 4.8648 0.373
H 9.0939 4.0367 6.2122 0.475
H 5.9527 5.1268 7.0058 0.224
H 7.3028 6.1582 6.6261 0.322
H 7.5792 4.7408 7.7562 0.336
H 8.4240 1.0825 4.6029 0.284
H 8.6058 1.5994 6.0503 0.244
C -0.7194 -4.4592 7.5800 -1.528
C 0.3043 -3.4618 7.9353 0.385
C 1.7888 -3.9482 7.9631 -0.722
O 2.2825 -3.9052 6.6174 -0.296
C 3.6027 -4.4572 6.3789 -0.775
N 0.2434 -2.2850 7.0793 -0.667
H -0.4196 -5.0223 6.6961 0.360
H -1.7277 -4.0804 7.4133 0.399
H -0.9451 -5.1560 8.3872 0.371
H 0.0944 -3.2748 8.9885 0.257
H 1.9031 -4.9815 8.2907 0.402
H 2.3643 -3.2665 8.5893 0.369
H 4.2130 -4.1212 7.2172 0.309
H 4.1239 -4.1871 5.4605 0.261
H 3.5952 -5.5469 6.4023 0.283
H -0.7466 -2.0871 7.1102 0.288
H 0.2129 -2.7522 6.1843 0.318
C -4.6588 5.7692 5.4246 -1.586
C -5.9882 5.2825 4.9304 0.480
C -5.9057 4.5112 3.6494 -0.520
O -7.1843 4.0796 3.0543 -0.346
C -7.0249 3.6635 1.7091 -0.737
N -6.6595 4.4104 5.9566 -0.761
H -3.8115 5.1015 5.5810 0.372
H -4.6796 6.0894 6.4663 0.426
H -4.2912 6.5645 4.7762 0.382
H -6.6206 6.1422 4.7089 0.301
H -5.2760 3.6654 3.9253 0.212
H -5.4489 5.2330 2.9723 0.344
H -6.9627 2.5753 1.7213 0.272
H -6.1882 4.0436 1.1230 0.320
H -7.8341 3.9906 1.0562 0.267
H -7.4252 3.9738 5.4635 0.313
H -5.9486 3.7698 6.2795 0.260
C -4.9026 4.4314 -6.9307 -1.348
C -5.8657 5.1863 -7.9160 0.327
C -7.2179 4.3849 -8.0862 -0.710
O -8.1660 5.2539 -8.6460 -0.386
C -9.3084 4.6057 -9.1994 -0.733
N -6.2128 6.3887 -7.2308 -0.747
H -5.3645 4.6322 -5.9641 0.345
H -3.8513 4.7117 -6.9971 0.325
H -4.9759 3.3481 -7.0274 0.317
H -5.2730 5.3873 -8.8084 0.379
H -7.6407 4.0908 -7.1255 0.302
H -7.1333 3.4653 -8.6650 0.482
H -10.0341 4.4667 -8.3981 0.298
H -8.9904 3.7689 -9.8213 0.314
H -9.8136 5.3913 -9.7614 0.242
H -7.2013 6.4362 -7.4324 0.336
H -5.8368 7.1343 -7.7990 0.259


| no. | largest force on an atom (Eh/bohr) |
| --- | --- |
| 1 | 0.0881 |
| 2 | 0.1459 |
| 3 | 0.1121 |
| 4 | 0.0605 |
| 5 | 0.0516 |
| 6 | 0.1137 |